Version a
The following is a quantum chemistry calculation of 2 unconnected molecules or ions with the total composition C2H2FIO, from the OMol25 dataset.

Kohn-Sham gap (spin up / spin down) in eV: 9.294 / 6.537
E_LUMO (spin up / spin down) in Ha: 0.0196 / -0.0606
Highest occupied orbital energy (spin up / spin down) in Ha: -0.322 / -0.301
Spin multiplicity: 1

Last column: Löwdin charge in e.
Geometry (Å):
1 C 1.4236 0.7951 -0.2040  -0.094
2 H 1.4026 -0.3473 -0.4941  0.094
3 O -1.0479 -2.0131 0.5749  -0.026
4 I -2.5676 0.4197 -0.2926  0.705
5 H 1.5179 1.6243 -0.8604  0.033
6 C -2.0610 -1.5786 0.2133  -0.664
7 F 1.3324 1.1000 1.0629  -0.047

Version b
The following is a quantum chemistry calculation of a molecular structure, C2H2FIO, from the OMol25 dataset.

Kohn-Sham gap in eV: 8.424
E_LUMO in Ha: -0.0292
Highest occupied orbital energy in Ha: -0.339
Spin multiplicity: 1

Last column: Löwdin charge in e.
Geometry (Å):
1 O -0.8906 1.6094 0.2092  -0.898
2 H -1.1023 -0.0497 -1.4186  0.092
3 C -0.4278 -0.0464 -0.5927  0.072
4 I -0.0386 1.8613 1.9199  0.857
5 C 0.5211 -0.7978 -0.1213  -0.227
6 F 0.8011 -1.9499 -0.7462  0.028
7 H 1.1371 -0.6269 0.7497  0.075

The most stable of them is version a.

Version a
The following is a quantum chemistry calculation of 2 unconnected molecules or ions with the total composition C8H12N4, from the OMol25 dataset.

Kohn-Sham gap in eV: 9.046
E_LUMO in Ha: 0.0237
Highest occupied orbital energy in Ha: -0.309
Spin multiplicity: 1
Structure (SMILES): Cc1cnc[nH]1.Cc1cnc[nH]1

Last column: Löwdin charge in e.
Geometry (Å):
1 C -6.6380 0.0168 1.3274  -0.285
2 H -2.8253 -1.0628 2.5196  0.066
3 C -1.8979 -3.4371 3.4057  -0.142
4 H -5.4163 -2.2932 3.1079  0.113
5 N -0.5205 -4.4214 1.9794  0.086
6 H -5.0234 0.9401 0.4303  0.167
7 H -2.3581 -2.7499 4.1157  0.117
8 C -3.2920 -1.2097 1.5311  -0.044
9 H -3.1373 -2.2569 1.2212  0.081
10 H 0.2098 -4.5950 1.2844  0.171
11 C 0.3304 -2.2902 2.7449  -0.038
12 C -0.7251 -3.3152 2.7393  -0.370
13 C -4.7360 -0.8454 1.6881  -0.327
14 H -2.7902 -0.5497 0.8036  0.078
15 H -1.5545 -6.2521 1.8674  0.121
16 C -5.6407 -1.4135 2.5046  -0.118
17 N -2.3136 -4.7099 3.1548  0.048
18 H -7.4376 0.7108 1.0685  0.118
19 H 0.0037 -1.3006 2.3836  0.077
20 H 0.6617 -2.1906 3.7923  0.087
21 C -1.5083 -5.2352 2.2572  -0.238
22 H 1.1874 -2.6221 2.1349  0.079
23 N -6.8833 -0.8070 2.3072  0.058
24 N -5.3685 0.2299 1.0807  0.094

Version b
The following is a quantum chemistry calculation of a single C8H12N4 molecule, from the OMol25 dataset.

Kohn-Sham gap in eV: 7.812
E_LUMO in Ha: 0.0093
Highest occupied orbital energy in Ha: -0.278
Spin multiplicity: 1
Structure (SMILES): CC1=C(C)N[C@@](C)(N)C(C#N)=N1

Last column: Löwdin charge in e.
Geometry (Å):
1 C 1.9273 -0.7374 -0.1064  -0.273
2 H 1.3636 0.3088 2.0926  0.100
3 H -2.7251 0.2583 0.5193  0.093
4 H 3.4414 1.5799 -0.5330  0.084
5 H -1.7648 -2.9331 -0.5824  0.068
6 H -2.7760 -0.9898 -0.7259  0.072
7 N 1.5127 1.0933 1.4695  0.116
8 C 3.2961 -1.0397 -0.1976  -0.195
9 H 2.0919 2.7264 -0.4962  0.084
10 H -2.4942 0.7010 -1.1710  0.082
11 N 1.0669 -1.6997 -0.0459  0.156
12 H -0.4241 -3.5704 0.3747  0.075
13 C -0.2620 -1.5009 -0.0095  -0.317
14 N -0.0267 0.7946 -0.4873  0.145
15 H -0.4037 1.7233 -0.5589  0.119
16 H 2.2704 1.6791 1.7883  0.091
17 C -2.2920 -0.0654 -0.4263  -0.014
18 C 2.3785 1.7054 -0.7361  -0.033
19 H -1.6849 -2.6063 1.1535  0.076
20 C -0.8184 -0.2632 -0.2612  -0.300
21 H 2.2049 1.5251 -1.7946  0.093
22 C -1.0914 -2.7235 0.2479  -0.054
23 C 1.6051 0.7247 0.1064  -0.428
24 N 4.4308 -1.2309 -0.2454  0.157

The most stable of them is version a.

Version a
The following is a quantum chemistry calculation of a molecular structure, C4H3NO3, from the OMol25 dataset.

Kohn-Sham gap in eV: 8.568
E_LUMO in Ha: -0.0967
Highest occupied orbital energy in Ha: -0.412
Spin multiplicity: 1

Last column: Löwdin charge in e.
Geometry (Å):
1 H -1.7189 -2.0115 -0.7544  0.228
2 O -3.4161 0.1243 -0.0443  -0.141
3 C -2.0882 -0.7393 -0.4834  0.178
4 H 1.6132 0.1763 1.8156  0.172
5 H 0.3687 1.3095 0.4611  0.158
6 N 3.2635 -0.1921 -0.8148  0.134
7 C 2.2941 0.0658 -0.1557  -0.181
8 O 0.1237 -0.6103 0.1673  -0.044
9 O -0.7015 1.3539 -0.5975  0.135
10 C -0.8534 0.1984 -0.3246  -0.510
11 C 1.1149 0.3250 0.7307  -0.130

Version b
The following is a quantum chemistry calculation of a single C4H3NO3 molecule, from the OMol25 dataset.

Kohn-Sham gap in eV: 8.687
E_LUMO in Ha: -0.0142
Highest occupied orbital energy in Ha: -0.333
Spin multiplicity: 1
Structure (SMILES): O=c1cncc(O)o1

Last column: Löwdin charge in e.
Geometry (Å):
1 N 0.4539 -1.6575 -0.7524  0.095
2 O 1.9743 1.1759 0.8666  0.114
3 O -0.2251 0.7971 0.6248  0.133
4 C -0.8757 -1.0761 -0.8906  -0.006
5 O -2.2727 0.7144 -0.1217  0.094
6 H -1.5973 -1.5058 -1.5046  0.088
7 C 1.0957 0.4128 0.4796  -0.393
8 H 2.3597 -1.1816 -0.3203  0.147
9 C 1.2702 -0.9027 -0.1477  -0.115
10 H -2.1400 1.4908 0.5628  0.197
11 C -1.0922 0.1158 -0.1795  -0.354

Version c
The following is a quantum chemistry calculation of a single C4H3NO3 molecule, from the OMol25 dataset.

Kohn-Sham gap in eV: 10.255
E_LUMO in Ha: 0.0093
Highest occupied orbital energy in Ha: -0.368
Spin multiplicity: 1
Structure (SMILES): O=c1cc[nH]c(=O)o1

Last column: Löwdin charge in e.
Geometry (Å):
1 C 0.4875 1.2999 0.6618  -0.426
2 C 1.0438 0.6551 -0.5208  0.013
3 O 0.8232 2.3154 1.2027  0.142
4 C 0.4720 -0.4726 -0.9499  -0.061
5 N -0.6535 -1.0377 -0.3624  0.137
6 H 0.8793 -1.0812 -1.7185  0.121
7 C -1.2323 -0.4830 0.7837  -0.523
8 H 1.9763 1.0748 -0.9492  0.135
9 O -0.5668 0.5867 1.2590  0.156
10 O -2.1850 -0.9679 1.2950  0.154
11 H -1.0445 -1.8894 -0.7015  0.151

The most stable of them is version c.

Version a
The following is a quantum chemistry calculation of 2 unconnected molecules or ions with the total composition C4H12OS, from the OMol25 dataset.

Kohn-Sham gap in eV: 9.513
E_LUMO in Ha: 0.0198
Highest occupied orbital energy in Ha: -0.330
Spin multiplicity: 1
Structure (SMILES): CCCCS.O

Last column: Löwdin charge in e.
Geometry (Å):
1 H 1.6072 -0.4834 2.3382  0.070
2 O -1.6935 3.7086 -0.9219  -0.080
3 C 1.1694 -0.0025 0.2566  -0.266
4 H 0.8845 -2.2006 -0.2622  0.109
5 S -2.0387 -2.3511 -0.8565  0.686
6 C -0.7508 -1.0915 -0.9242  -0.600
7 H -1.1601 -0.1341 -0.5810  0.062
8 H 2.5688 0.8109 1.8084  0.069
9 H -2.0140 3.1906 -1.6849  0.039
10 C 0.3677 -1.3130 0.1233  -0.290
11 H 0.0204 -1.5633 1.1230  0.098
12 H -2.5066 3.7669 -0.3835  0.041
13 H -3.1010 -1.5813 -0.5709  -0.158
14 H 2.9622 -0.7836 1.3697  0.069
15 C 2.1085 -0.1139 1.4382  -0.127
16 H 0.4671 0.8203 0.4108  0.103
17 H -0.4863 -0.9133 -1.9606  0.065
18 H 1.5953 0.2344 -0.7223  0.111

Version b
The following is a quantum chemistry calculation of 2 unconnected molecules or ions with the total composition C4H12OS, from the OMol25 dataset.

Kohn-Sham gap in eV: 9.246
E_LUMO in Ha: 0.0304
Highest occupied orbital energy in Ha: -0.309
Spin multiplicity: 1
Structure (SMILES): CCCSC.O

Last column: Löwdin charge in e.
Geometry (Å):
1 H 0.1716 -3.9054 3.4087  0.034
2 H 3.2091 1.6950 4.9922  0.046
3 H 0.5196 0.7481 -0.6220  0.078
4 H 4.2986 2.5135 4.2388  0.045
5 H 1.8204 -0.1714 1.1372  0.116
6 O 3.8106 1.6594 4.2143  -0.092
7 H 1.2876 -2.0140 2.5374  0.085
8 H 0.7153 -2.3816 0.8841  0.079
9 H -0.9755 0.4137 0.3065  0.076
10 C 0.7332 -0.3478 1.2485  -0.364
11 C 0.5343 -1.7457 1.7720  -0.554
12 H -0.4091 -4.4394 1.8003  0.039
13 H -1.5301 -4.4241 3.1976  0.034
14 H 0.3624 0.3272 2.0436  0.105
15 H -0.1763 -0.9026 -0.6090  0.078
16 S -1.1209 -2.1729 2.3748  0.771
17 C 0.0000 0.0000 0.0000  -0.135
18 C -0.6887 -3.8959 2.7184  -0.442

Version c
The following is a quantum chemistry calculation of 2 unconnected molecules or ions with the total composition C4H12OS, from the OMol25 dataset.

Kohn-Sham gap in eV: 9.180
E_LUMO in Ha: 0.0305
Highest occupied orbital energy in Ha: -0.307
Spin multiplicity: 1
Structure (SMILES): CCO.CSC

Last column: Löwdin charge in e.
Geometry (Å):
1 H -0.2737 0.8388 -2.0030  0.074
2 H -0.3298 0.4528 1.1428  0.009
3 O -0.2802 -0.0398 -1.6120  -0.102
4 C -1.7094 -0.3257 -1.4957  -0.299
5 S 1.3595 1.6109 2.5720  0.724
6 H 3.5479 2.1574 1.8438  0.028
7 H 3.2319 0.5625 1.4079  0.032
8 C 2.7576 1.5409 1.4134  -0.422
9 C -1.8939 -1.8028 -1.7658  -0.090
10 H -2.3813 0.2722 -2.1196  0.110
11 H -0.2543 -0.2683 2.6578  0.034
12 H -1.9324 -0.0515 -0.4562  0.093
13 H 1.0933 -0.4468 1.5155  0.033
14 H -1.6851 -2.3815 -0.8612  0.074
15 H 2.3757 1.8217 0.4398  0.028
16 H -1.1410 -2.0900 -2.4967  0.074
17 H -2.8673 -2.1122 -2.1328  0.069
18 C 0.3824 0.2614 1.9498  -0.467

Version d
The following is a quantum chemistry calculation of 2 unconnected molecules or ions with the total composition C4H12OS, from the OMol25 dataset.

Kohn-Sham gap in eV: 9.622
E_LUMO in Ha: 0.0398
Highest occupied orbital energy in Ha: -0.314
Spin multiplicity: 1
Structure (SMILES): CCO.CSC

Last column: Löwdin charge in e.
Geometry (Å):
1 C -5.3977 3.4347 -0.3895  -0.435
2 H 3.5939 -5.3347 0.9904  0.048
3 H -1.9232 4.4346 1.2557  0.065
4 H -2.6389 5.2726 -0.3287  -0.020
5 H 4.8116 -3.6185 1.0613  0.096
6 H 4.3848 -5.6729 -0.4272  0.099
7 H 3.9638 -2.6382 0.3714  0.105
8 C 3.6943 -4.9114 0.0307  -0.094
9 H -3.4203 5.4879 1.2451  0.018
10 H -6.1319 2.6268 -0.2786  0.025
11 H -5.4347 3.8559 -1.4382  0.041
12 S -3.6812 3.1590 0.3065  0.641
13 C 4.3578 -3.5883 0.1060  -0.379
14 O 5.0446 -3.2420 -1.0363  -0.038
15 H -5.7111 4.2485 0.3183  0.018
16 H 4.5876 -3.4380 -1.8168  0.060
17 H 2.7095 -4.9312 -0.5720  0.104
18 C -2.8088 4.8551 0.6018  -0.353

The most stable of them is version b.